This record from OMol25 describes a structure of composition C13H21Cl9O15S3 in a non-equilibrium geometry. The level of theory is ωB97M-V/def2-TZVPD.

```
61
Properties=species:S:1:pos:R:3:forces:R:3
Cl 16.583481 18.983784 3.365987 -0.13 0.14 0.25
Cl 14.009421 25.976284 8.889819 0.04 -0.02 -0.12
Cl 16.495922 26.081918 10.370638 0.00 0.12 -0.19
Cl 14.522024 21.050570 3.099621 0.65 -0.32 0.37
Cl 17.165707 21.725217 4.152686 -0.09 -0.14 0.05
Cl 15.795709 28.212652 8.533347 0.16 0.04 -0.22
Cl 11.769378 19.947182 8.252721 0.01 -0.14 -0.19
Cl 12.666306 21.459813 5.967811 -0.15 0.19 -0.09
Cl 13.135883 18.610626 6.027620 -0.09 0.05 0.10
S 12.669983 21.391872 12.696247 -0.45 0.55 0.72
S 17.173514 22.166582 9.772118 -1.06 -1.84 0.86
S 19.284657 19.107597 12.681185 -0.08 0.44 0.53
O 12.032480 22.815497 13.203097 0.75 -0.75 -0.23
O 11.702637 20.752908 11.848947 0.56 0.26 0.46
O 15.706406 22.841757 9.978684 1.36 -0.18 0.13
O 19.157393 20.454973 13.142276 0.18 -1.25 -0.35
O 16.796776 21.443294 8.397649 0.32 0.04 -0.13
O 12.628404 20.764430 14.182637 0.30 -0.56 -1.18
O 20.597012 18.412962 13.380694 0.19 0.68 -1.08
O 20.277853 17.870841 5.982807 -0.14 -0.15 0.39
O 14.027158 21.512334 12.287805 -0.84 0.20 0.27
O 22.144740 18.741664 5.090084 -0.11 -0.17 0.28
O 19.250799 18.801122 11.279925 0.31 -0.08 1.13
O 17.393942 21.141929 10.766603 -0.34 1.41 -1.22
O 21.650292 19.055309 7.247674 0.21 0.53 0.52
O 18.166018 23.142267 9.525028 -0.01 0.54 0.11
O 18.231147 18.180048 13.491298 0.17 0.24 -0.99
C 20.512653 18.867977 8.108496 0.09 -0.64 -0.01
C 20.210849 17.351287 14.232583 -1.58 0.14 0.62
C 19.834174 20.174302 8.470913 0.00 -0.21 0.09
C 11.549121 21.302735 14.938024 -0.16 0.48 0.15
C 15.529842 21.844960 7.838666 0.61 -1.06 0.16
C 14.751121 22.315585 9.071666 -0.26 0.52 -1.14
C 15.931554 20.458419 4.071905 -0.30 0.53 -0.70
C 21.432983 18.570422 6.034581 0.09 0.02 -1.08
C 19.659043 17.871859 7.278808 0.30 0.31 -0.04
C 15.714566 26.490659 8.835323 -0.25 -0.34 0.71
C 10.936707 22.403941 14.079626 0.16 0.41 -1.43
C 12.026267 19.910113 6.499491 0.21 -0.08 0.32
C 18.867084 16.901940 13.641405 0.68 -0.24 1.13
H 20.082222 20.946649 7.743492 -0.27 -0.06 -0.15
H 18.336034 16.343381 14.408653 -0.33 -0.03 -0.29
H 14.144683 23.173506 8.792817 -0.46 -0.25 0.20
H 12.038630 21.728766 15.813310 -0.38 -0.12 0.21
H 11.077361 19.725641 6.014281 -0.01 0.07 -0.01
H 18.766871 19.965652 8.510498 -0.07 0.33 -0.12
H 20.915272 18.341162 8.972445 -0.22 0.20 0.19
H 20.971349 16.600998 14.419822 0.23 0.08 -0.63
H 15.687185 22.508223 6.986042 0.01 0.56 0.46
H 15.583036 20.289499 5.081236 -0.10 -0.23 -0.03
H 10.809770 20.539109 15.172733 0.19 -0.07 0.15
H 15.142821 20.921927 7.406350 -0.34 0.06 0.22
H 18.944503 16.356946 12.704422 -0.09 0.06 -0.13
H 19.709204 16.882504 7.731924 -0.05 -0.13 -0.25
H 16.197718 25.907548 8.062106 0.08 0.26 -0.13
H 10.561543 23.272390 14.610675 0.28 0.02 0.14
H 19.915463 17.796858 15.191356 0.40 -0.12 0.09
H 14.183320 21.485463 9.486965 0.01 0.17 0.30
H 10.195164 22.092356 13.341351 -0.41 -0.45 0.67
H 20.097442 20.550580 9.455753 0.24 -0.11 0.02
H 18.621810 18.167053 7.138643 -0.01 0.09 0.16
```
Positions in Å, forces in eV/Å.

Calculated values
HOMO level = -10.4010 eV
molecular weight = 832.6 g/mol
orbital gap = 0.39152 Ha